1.
{
  "formula": "C42H54N3O2P2Re",
  "method": "the ωB97M-V functional and the def2-TZVPD basis",
  "species": ["Re", "O", "C", "C", "C", "C", "C", "C", "C", "N", "C", "C", "N", "C", "C", "C", "C", "C", "C", "C", "O", "H", "H", "H", "H", "H", "H", "H", "H", "H", "H", "H", "H", "H", "H", "C", "C", "C", "P", "C", "C", "C", "C", "C", "C", "C", "C", "C", "C", "N", "C", "C", "C", "C", "C", "C", "C", "P", "C", "C", "C", "C", "C", "C", "H", "H", "H", "H", "H", "H", "H", "H", "H", "H", "H", "H", "H", "H", "H", "H", "H", "H", "H", "H", "H", "H", "H", "H", "H", "H", "H", "H", "H", "H", "H", "H", "H", "H", "H", "H", "H", "H", "H", "H"],
  "coordinates": [[-0.288, -0.359, 1.147], [1.814, 0.149, 1.606], [2.221, 1.295, 2.005], [3.607, 1.607, 1.964], [4.085, 2.850, 2.278], [3.226, 3.867, 2.705], [1.905, 3.574, 2.907], [1.384, 2.307, 2.598], [0.155, 1.893, 3.170], [-0.521, 0.844, 2.819], [-1.239, 0.137, 3.861], [-0.487, -1.202, 3.988], [-0.338, -1.774, 2.660], [-0.157, -3.050, 2.549], [-0.013, -3.787, 1.335], [0.029, -5.193, 1.421], [0.096, -5.992, 0.307], [0.109, -5.409, -0.964], [0.075, -4.048, -1.092], [0.036, -3.186, 0.034], [0.032, -1.918, -0.200], [4.289, 0.829, 1.661], [5.143, 3.052, 2.200], [3.609, 4.851, 2.917], [1.235, 4.321, 3.309], [-0.134, 2.413, 4.085], [-2.275, -0.027, 3.563], [-1.213, 0.677, 4.813], [-0.992, -1.886, 4.677], [0.516, -0.994, 4.385], [-0.155, -3.651, 3.462], [-0.001, -5.647, 2.403], [0.114, -7.067, 0.409], [0.144, -6.032, -1.846], [0.063, -3.577, -2.061], [-3.275, -2.877, -0.793], [-3.179, -1.381, -1.080], [-2.218, -1.091, -2.231], [-2.661, -0.403, 0.428], [-4.076, -0.645, 1.638], [-3.764, -1.858, 2.534], [-5.473, -0.800, 1.036], [-2.724, 1.261, -0.281], [-3.883, 1.963, -0.572], [-3.870, 3.084, -1.390], [-5.114, 3.865, -1.662], [-2.664, 3.424, -2.005], [-1.495, 2.776, -1.686], [-1.466, 1.742, -0.728], [-0.310, 1.194, -0.256], [0.850, 1.945, -0.486], [0.879, 3.310, -0.174], [2.019, 4.061, -0.367], [3.174, 3.486, -0.883], [4.422, 4.284, -1.090], [3.157, 2.127, -1.172], [2.020, 1.356, -0.984], [1.997, -0.448, -1.323], [2.170, -0.446, -3.197], [1.141, 0.493, -3.812], [1.984, -1.869, -3.713], [3.673, -1.021, -0.677], [4.830, -1.179, -1.654], [3.417, -2.316, 0.092], [-3.656, -3.399, -1.670], [-3.938, -3.093, 0.040], [-2.295, -3.280, -0.561], [-4.174, -0.994, -1.339], [-1.189, -1.209, -1.893], [-2.344, -0.076, -2.602], [-2.397, -1.780, -3.054], [-4.069, 0.276, 2.235], [-2.759, -2.232, 2.352], [-4.455, -2.672, 2.334], [-3.853, -1.616, 3.591], [-5.580, -1.750, 0.521], [-5.725, -0.008, 0.340], [-6.205, -0.776, 1.842], [-4.820, 1.644, -0.144], [-5.946, 3.501, -1.064], [-5.387, 3.795, -2.715], [-4.956, 4.919, -1.438], [-2.647, 4.221, -2.731], [-0.576, 3.063, -2.173], [-0.004, 3.763, 0.254], [2.010, 5.110, -0.107], [4.223, 5.350, -1.034], [4.863, 4.062, -2.059], [5.152, 4.031, -0.321], [4.053, 1.665, -1.560], [3.176, -0.094, -3.446], [0.139, 0.235, -3.475], [1.169, 0.415, -4.898], [1.341, 1.527, -3.538], [0.933, -2.143, -3.675], [2.545, -2.583, -3.113], [2.321, -1.950, -4.744], [3.948, -0.251, 0.047], [4.653, -1.959, -2.388], [5.718, -1.455, -1.088], [5.052, -0.253, -2.178], [3.087, -3.112, -0.574], [2.638, -2.145, 0.834], [4.319, -2.648, 0.604]],
  "atomic_forces_ev_per_a": [[1.807, 0.478, -1.473], [-1.713, -1.299, -0.318], [0.391, 1.377, 0.691], [0.007, -0.198, -0.007], [-0.097, -0.200, 0.004], [-0.357, 0.225, 0.182], [0.354, 0.140, 0.195], [-0.042, -0.634, -0.260], [0.483, 0.360, -0.043], [-0.215, 0.063, -0.127], [-0.128, -0.556, 0.313], [-0.059, 0.417, 0.770], [0.079, -0.147, -0.095], [-0.009, -0.554, -0.326], [0.053, 0.426, -0.362], [0.051, -0.349, -0.137], [-0.068, -0.160, 0.453], [0.030, 0.202, 0.140], [0.099, 0.298, 0.070], [-0.106, -1.072, 0.302], [-0.920, 0.785, 1.238], [0.028, -0.077, -0.067], [0.102, -0.044, -0.026], [0.045, 0.133, 0.056], [-0.051, 0.076, 0.088], [-0.187, -0.061, -0.056], [0.039, -0.024, 0.076], [-0.035, -0.062, -0.150], [-0.023, 0.000, -0.131], [-0.160, 0.006, -0.006], [-0.003, 0.123, -0.033], [0.007, -0.041, 0.060], [0.029, -0.039, 0.043], [-0.007, -0.039, -0.064], [0.055, 0.067, -0.139], [-0.029, 0.154, 0.102], [0.296, -0.209, 0.199], [0.020, 0.178, 0.061], [-1.019, 0.583, -0.580], [0.465, 0.072, 0.106], [0.085, 0.007, 0.035], [0.116, 0.208, -0.166], [0.846, -0.030, 0.269], [-0.079, 0.239, -0.192], [-0.036, -0.218, 0.031], [-0.043, 0.081, -0.092], [-0.135, -0.236, 0.261], [0.113, -0.186, 0.000], [-1.546, 0.341, -0.287], [-0.007, -1.265, 1.087], [1.428, 0.614, -0.477], [-0.037, -0.374, 0.039], [0.018, -0.054, -0.162], [-0.041, -0.114, -0.142], [-0.038, -0.005, 0.041], [-0.215, 0.399, 0.022], [-0.222, -0.331, -0.176], [0.616, 0.589, -0.844], [0.146, 0.123, 0.461], [0.230, 0.020, 0.044], [0.167, 0.137, 0.093], [-0.264, 0.086, -0.024], [-0.061, 0.147, 0.178], [0.030, 0.189, 0.059], [-0.008, -0.017, -0.053], [-0.070, -0.087, 0.062], [0.022, -0.139, -0.001], [0.136, 0.075, 0.201], [0.069, -0.040, -0.171], [0.007, 0.029, -0.050], [-0.065, -0.079, -0.053], [0.071, -0.087, -0.067], [0.006, -0.149, 0.144], [-0.064, -0.081, -0.048], [-0.027, 0.010, 0.079], [-0.004, -0.091, -0.068], [-0.093, 0.039, -0.059], [-0.026, -0.027, 0.077], [-0.147, -0.017, -0.022], [-0.075, 0.037, 0.001], [-0.091, 0.016, -0.039], [-0.092, 0.060, 0.035], [0.028, 0.143, -0.110], [0.035, 0.080, -0.008], [-0.034, 0.086, -0.001], [0.025, 0.116, 0.016], [0.028, 0.109, -0.001], [0.099, 0.023, -0.049], [0.158, 0.036, 0.045], [0.141, -0.076, -0.049], [-0.037, 0.002, -0.070], [-0.200, -0.013, 0.021], [-0.053, 0.006, -0.135], [-0.045, 0.094, -0.023], [-0.166, -0.076, 0.019], [0.053, -0.187, -0.001], [0.000, -0.048, -0.129], [-0.048, -0.082, -0.083], [-0.061, -0.102, -0.145], [0.135, -0.063, -0.025], [0.050, 0.075, -0.132], [-0.030, -0.123, -0.073], [-0.006, -0.125, 0.105], [0.101, -0.088, 0.048]],
  "multiplicity": 4,
  "e_homo_ha": [-0.341, -0.342],
  "relative_energy_ev": 0.0000,
  "orbital_gap_ev": [6.5, 5.1],
  "largest_force_ev_per_a": 2.4,
  "charge": 1
}



2.
{
  "formula": "C16H21Cl8N3O",
  "method": "the ωB97M-V functional and the def2-TZVPD basis",
  "species": ["N", "C", "C", "C", "C", "H", "H", "H", "H", "H", "N", "C", "C", "C", "C", "H", "H", "H", "H", "H", "N", "C", "C", "C", "C", "H", "H", "H", "H", "H", "C", "Cl", "Cl", "Cl", "Cl", "C", "Cl", "Cl", "Cl", "Cl", "C", "C", "O", "H", "H", "H", "H", "H", "H"],
  "coordinates": [[5.039, -1.609, -0.709], [6.316, -1.076, -0.848], [6.464, -0.064, 0.106], [5.257, 0.071, 0.778], [4.397, -0.830, 0.267], [4.705, -2.469, -1.119], [6.988, -1.402, -1.628], [7.370, 0.479, 0.328], [5.140, 0.853, 1.514], [3.380, -1.075, 0.537], [-2.089, -2.968, -3.314], [-2.527, -4.041, -2.512], [-2.775, -5.142, -3.345], [-2.538, -4.738, -4.664], [-2.197, -3.365, -4.638], [-1.849, -2.026, -3.040], [-2.575, -4.089, -1.434], [-3.080, -6.135, -3.050], [-2.622, -5.425, -5.493], [-1.966, -2.587, -5.351], [0.698, 6.386, 1.139], [0.506, 6.588, 2.458], [-0.056, 5.343, 2.980], [-0.144, 4.512, 1.883], [0.272, 5.133, 0.674], [1.135, 7.114, 0.594], [0.937, 7.408, 3.014], [-0.265, 5.190, 4.028], [-0.486, 3.489, 1.949], [0.464, 4.666, -0.281], [0.279, -0.093, 0.010], [-0.825, -1.341, -0.436], [0.960, -0.306, 1.634], [1.444, 0.021, -1.281], [-0.822, 1.249, 0.106], [1.826, 2.472, 4.293], [2.774, 1.237, 5.090], [0.087, 2.075, 4.511], [2.285, 4.116, 4.857], [2.234, 2.216, 2.620], [-5.446, -1.837, -0.963], [-4.491, -2.258, 0.110], [-4.711, -3.609, 0.424], [-5.290, -2.318, -1.929], [-5.316, -0.814, -1.316], [-6.478, -1.714, -0.635], [-4.646, -1.664, 1.010], [-3.490, -1.962, -0.204], [-4.274, -3.660, 1.277]],
  "atomic_forces_ev_per_a": [[0.597, 1.901, 0.796], [-0.120, 0.244, 0.814], [1.139, -1.211, -1.733], [0.118, 0.982, 0.562], [-1.102, -2.049, -0.509], [-0.034, 0.436, 0.032], [-0.009, -0.182, 0.238], [-0.070, 0.061, -0.307], [-0.588, -0.303, 0.131], [0.183, 0.081, 0.041], [-1.374, -1.982, 0.106], [0.425, -0.669, -0.909], [0.437, 1.515, 0.943], [0.175, 1.707, -0.464], [0.407, -0.976, 0.708], [-0.186, -0.343, 0.166], [0.100, 0.644, -0.052], [0.029, 0.184, 0.203], [-0.016, 0.479, -0.270], [-0.024, -0.516, -0.423], [0.305, 0.234, -1.399], [-0.955, -3.269, 1.363], [1.391, 3.611, -0.830], [-0.469, -1.011, -1.767], [0.160, 0.349, 3.566], [-0.145, -0.341, -0.243], [-0.289, 0.198, -0.351], [-0.139, -0.229, -0.272], [-0.064, 0.020, -0.187], [-0.060, 0.598, -0.026], [-0.583, 0.103, 0.345], [-0.436, -2.285, -0.048], [0.018, -0.835, -0.760], [0.547, 0.473, 0.154], [0.047, 1.966, -0.013], [-0.030, -0.172, -0.102], [0.265, -0.184, 1.167], [0.481, 0.594, 0.188], [-0.354, -1.003, -0.111], [0.235, 1.206, -0.739], [-0.450, 1.499, -0.892], [-0.636, 1.360, -0.331], [0.742, -0.087, 0.259], [-0.430, -0.904, 0.342], [0.831, 0.517, 0.488], [-0.170, -1.097, -0.053], [-0.254, 0.250, 0.135], [0.443, -0.729, -0.145], [-0.087, -0.838, 0.190]],
  "e_homo_ha": -0.294,
  "relative_energy_ev": 0.0000,
  "orbital_gap_ev": 8.1,
  "largest_force_ev_per_a": 4.0,
  "charge": 0
}